Computed, not measured: C30H28N2SiZr as an isolated structure, with ωB97M-V/def2-TZVPD.

Structure (XYZ):
```
62
C30H28N2SiZr (ωB97M-V/def2-TZVPD)
C 1.165 2.773 2.150
C 1.810 2.914 0.862
C 0.790 3.232 -0.096
H 2.883 2.913 0.700
C -0.480 3.242 0.565
C -0.239 3.017 1.953
H -0.953 3.182 2.765
H 1.644 2.639 3.129
H 0.956 3.537 -1.127
H -1.441 3.494 0.137
Zr 0.476 0.959 0.839
C -3.655 -0.994 0.924
H -3.053 -0.299 0.291
H -4.359 -0.402 1.518
H -4.129 -1.758 0.312
Si 0.284 0.576 -1.712
C 1.444 -0.254 -2.933
C 2.641 0.371 -3.368
H 2.938 1.329 -2.938
C 3.442 -0.237 -4.351
H 4.345 0.273 -4.734
C 3.100 -1.494 -4.857
H 3.718 -1.964 -5.632
C 1.969 -2.165 -4.358
H 1.716 -3.155 -4.727
C 1.170 -1.547 -3.390
H 0.298 -2.060 -2.988
C -0.949 1.455 -2.907
C -0.843 1.350 -4.317
H -0.004 0.793 -4.751
C -1.811 1.883 -5.183
H -1.682 1.780 -6.258
C -2.936 2.542 -4.659
H -3.681 2.974 -5.325
C -3.113 2.606 -3.269
H -4.017 3.061 -2.841
C -2.129 2.088 -2.409
H -2.290 2.118 -1.317
H 1.675 0.770 -0.593
H -2.916 -1.423 1.574
C 1.781 -3.494 0.605
C 1.533 -2.138 0.360
N 0.992 -1.329 1.290
C 0.672 -1.819 2.519
C 0.971 -3.177 2.857
C 1.511 -4.001 1.862
C 0.747 -3.616 4.196
C 0.221 -2.770 5.149
C -0.196 -1.442 4.824
C -0.845 -0.602 5.741
C -1.388 0.575 5.273
C -1.305 0.901 3.915
N -0.488 0.246 3.058
C 0.008 -0.956 3.483
H 2.191 -4.114 -0.189
H 1.747 -1.669 -0.600
H 1.719 -5.043 2.109
H 1.023 -4.635 4.454
H 0.080 -3.107 6.174
H -0.944 -0.926 6.784
H -1.904 1.276 5.928
H -1.909 1.724 3.527
```

* ΔE to the lowest compared entry with this formula, charge and spin: 7.1 kcal per mole
* frontier orbital gap: 6.64 eV
* total charge: +2
* multiplicity: 1
* molar mass: 535.88 g mol⁻¹
* E_tot: -1605.51643 Eh
* LUMO: -7.5 eV



Computed, not measured: FH3NO2P as an isolated structure, with ωB97M-V/def2-TZVPD.

Structure (XYZ):
```
8
FH3NO2P (ωB97M-V/def2-TZVPD)
N 0.795 1.506 0.012
O 1.030 -0.870 -0.748
O -1.976 -0.454 -0.177
F 0.490 -0.818 1.482
P 0.220 0.118 0.196
H 0.652 2.338 0.416
H 1.104 -0.645 -1.679
H -2.315 -1.176 0.498
```

* ΔE to the lowest compared entry with this formula, charge and spin: 78.3 kcal per mole
* frontier orbital gap (spin up / spin down): 9.65 / 9.65 eV
* multiplicity: 1
* molar mass: 99.00 g mol⁻¹
* E_tot: -648.23013 Eh
* LUMO (spin up / spin down): -1.0 / -1.0 eV



Computed, not measured: a 2-piece molecular cluster, C7H14 overall, with ωB97M-V/def2-TZVPD.

Structure (XYZ):
```
21
C7H14 (ωB97M-V/def2-TZVPD)
C 0.372 2.562 -0.225
C 1.345 1.419 -0.149
C 1.361 0.432 0.747
C 0.413 0.227 1.894
H -0.501 2.412 0.417
H 0.849 3.502 0.080
H 0.016 2.704 -1.252
H 2.115 1.409 -0.921
H 2.140 -0.324 0.649
H 0.146 -0.832 1.987
H -0.513 0.799 1.785
H 0.877 0.527 2.843
C 0.094 -1.432 -1.748
C -0.685 -2.133 -0.930
C -1.867 -1.567 -0.197
H 0.936 -1.881 -2.268
H -0.078 -0.371 -1.918
H -0.475 -3.192 -0.775
H -1.828 -0.472 -0.177
H -2.807 -1.864 -0.678
H -1.908 -1.926 0.838
```

* ΔE to the lowest compared entry with this formula, charge and spin: 36.7 kcal per mole
* frontier orbital gap: 10.03 eV
* SMILES string: C/C=C\C.C=CC
* multiplicity: 1
* molar mass: 98.19 g mol⁻¹
* E_tot: -275.05769 Eh
* LUMO: 1.1 eV



Computed, not measured: a 7-piece molecular cluster, C29H40N2O25S7 overall, with ωB97M-V/def2-TZVPD.

Structure (XYZ):
```
103
C29H40N2O25S7 (ωB97M-V/def2-TZVPD)
C 6.005 -3.503 4.699
C 5.113 -3.444 3.716
C 3.769 -3.808 2.895
C 3.771 -5.023 1.854
C 2.465 -5.438 1.033
C 1.146 -4.594 1.276
C -0.280 -4.911 0.540
O -1.145 -5.449 1.571
C -2.545 -5.416 1.185
C -3.181 -3.914 1.135
C 1.117 -3.358 2.294
C 2.443 -2.991 3.097
S 2.280 -1.505 4.240
C 1.194 -0.364 3.210
C 1.398 1.199 3.123
N 2.494 1.814 3.912
C 0.397 1.989 2.160
C -0.740 1.244 1.322
C -0.953 -0.340 1.418
C 0.045 -1.124 2.389
N -0.144 -2.596 2.490
H 6.893 -3.428 5.436
H 4.776 -5.562 1.729
H 2.490 -6.332 0.292
H -0.629 -3.876 0.129
H -0.168 -5.594 -0.378
H -2.788 -6.003 0.215
H -3.129 -5.968 2.031
H -2.551 -3.142 1.706
H -3.233 -3.540 0.029
H -4.261 -3.987 1.543
H 2.257 1.760 4.923
H 2.510 2.828 3.682
H 0.491 3.146 2.068
H -1.481 1.810 0.646
H -1.797 -0.882 0.829
H -0.523 -2.862 3.425
O 8.619 -1.661 3.252
S 8.483 -0.648 2.245
O 9.524 -0.334 1.310
O 8.004 0.725 2.970
C 6.763 1.154 2.408
C 6.071 -0.119 1.940
O 7.117 -0.937 1.415
H 6.981 1.818 1.567
H 6.174 1.693 3.152
H 5.315 0.075 1.178
H 5.613 -0.651 2.779
O 2.721 4.719 2.857
S 1.927 5.744 2.245
O 0.818 6.367 2.903
O 1.431 5.194 0.799
C 1.885 6.075 -0.228
C 3.166 6.696 0.309
O 2.920 6.908 1.699
H 1.116 6.836 -0.390
H 2.052 5.525 -1.156
H 3.412 7.636 -0.187
H 4.009 6.005 0.216
O -6.292 -5.145 -1.193
S -5.963 -6.392 -1.824
O -5.374 -6.474 -3.128
O -7.283 -7.339 -1.791
C -6.986 -8.550 -1.096
C -5.892 -8.186 -0.102
O -5.054 -7.261 -0.793
H -6.628 -9.283 -1.826
H -7.879 -8.936 -0.603
H -5.319 -9.056 0.222
H -6.306 -7.678 0.773
O 0.678 6.837 -3.677
S 1.855 6.052 -3.918
O 3.123 6.340 -3.313
O 2.063 5.932 -5.525
C 2.060 4.555 -5.906
C 1.189 3.853 -4.874
O 1.494 4.494 -3.635
H 3.090 4.189 -5.868
H 1.672 4.441 -6.919
H 1.394 2.783 -4.815
H 0.127 4.008 -5.083
O -0.795 10.028 -9.204
S 0.058 10.666 -8.242
O 0.516 12.016 -8.383
O 1.344 9.705 -7.989
C 1.414 9.357 -6.607
C -0.023 9.394 -6.105
O -0.621 10.504 -6.774
H 2.028 10.107 -6.098
H 1.869 8.373 -6.484
H -0.083 9.517 -5.024
H -0.566 8.490 -6.399
O -5.644 -6.495 3.079
S -7.009 -6.156 3.368
O -7.881 -7.006 4.123
O -7.741 -5.775 1.969
C -8.251 -4.443 2.043
C -7.335 -3.715 3.017
O -7.035 -4.674 4.031
H -9.275 -4.491 2.425
H -8.254 -3.980 1.055
H -7.806 -2.831 3.449
H -6.396 -3.427 2.535
```

* frontier orbital gap: 7.95 eV
* SMILES string: C#Cc1ccc(COCC)c2c1Sc1c(N)cccc1N2.O=S1(=O)OCCO1.O=S1(=O)OCCO1.O=S1(=O)OCCO1.O=S1(=O)OCCO1.O=S1(=O)OCCO1.O=S1(=O)OCCO1
* multiplicity: 1
* molar mass: 1041.10 g mol⁻¹
* E_tot: -5906.21199 Eh
* LUMO: -0.1 eV



Computed, not measured: a 2-piece molecular cluster, C3H3NO3 overall, with ωB97M-V/def2-TZVPD.

Structure (XYZ):
```
10
C3H3NO3 (ωB97M-V/def2-TZVPD)
N -0.126 -1.186 -1.155
C -0.040 -0.200 -0.308
O -0.247 1.033 -0.800
C -0.138 1.970 0.225
O -0.299 3.130 0.027
C 0.418 -1.731 1.274
O 0.603 -1.311 2.321
H -0.330 -1.139 -2.148
H 0.105 1.489 1.187
H 0.053 -2.056 -0.623
```

* ΔE to the lowest compared entry with this formula, charge and spin: 66.5 kcal per mole
* frontier orbital gap: 9.97 eV
* multiplicity: 1
* molar mass: 101.06 g mol⁻¹
* E_tot: -396.51846 Eh
* LUMO: 0.8 eV



Computed, not measured: C38H62IN3O20S as an isolated structure, with ωB97M-V/def2-TZVPD.

Structure (XYZ):
```
125
C38H62IN3O20S (ωB97M-V/def2-TZVPD)
C -1.941 3.865 -2.221
C -2.548 2.589 -1.542
O -2.615 1.589 -2.227
O -3.064 2.504 -0.235
C -2.089 2.755 0.745
O -1.566 3.843 0.850
C -1.641 1.663 1.815
C -0.086 1.631 1.794
C 0.738 0.924 0.709
C -0.008 0.139 -0.445
C -0.910 -1.016 0.166
C -0.460 -2.485 -0.192
I 0.545 -3.411 1.525
C 2.197 0.982 0.739
C 3.179 0.361 -0.304
C 2.959 -1.174 -0.599
C 3.253 -1.545 -2.111
C 2.378 -0.755 -3.155
O 1.319 -1.569 -3.742
C 1.232 -1.358 -5.112
O 0.785 -2.187 -5.871
C 2.836 1.724 1.896
N 4.203 1.863 2.116
S 4.422 2.715 3.536
N 2.830 3.019 4.023
C 2.091 2.413 3.025
C 0.580 2.344 2.898
N -0.170 3.023 3.925
H -2.774 4.399 -2.761
H -1.453 4.585 -1.522
H -1.157 3.535 -2.957
H -2.038 2.056 2.793
H -2.135 0.675 1.655
H 0.680 -0.188 -1.258
H -0.711 0.893 -0.897
H -0.828 -0.925 1.288
H -1.996 -0.815 -0.064
H 0.126 -2.584 -1.138
H -1.391 -3.105 -0.324
H 3.138 1.008 -1.230
H 4.231 0.483 0.082
H 1.967 -1.569 -0.279
H 3.738 -1.730 0.001
H 3.123 -2.639 -2.328
H 4.329 -1.286 -2.336
H 1.945 0.207 -2.775
H 3.063 -0.479 -4.010
H 1.614 -0.410 -5.597
H -0.706 2.372 4.495
H 0.428 3.632 4.478
C 3.175 -0.892 4.648
C 2.245 -0.427 5.751
O 1.420 -1.504 6.212
C 2.009 -2.358 7.058
O 3.139 -2.290 7.466
O 1.126 -3.318 7.352
C 1.637 -4.359 8.189
H 2.609 -1.373 3.846
H 3.733 -0.051 4.234
H 3.890 -1.628 5.019
H 1.573 0.339 5.360
H 2.794 0.022 6.581
H 2.086 -3.958 9.098
H 2.361 -4.959 7.636
H 0.799 -4.996 8.470
C -4.817 7.372 -7.494
C -5.754 7.819 -6.391
O -6.564 6.730 -5.931
C -5.962 5.883 -5.092
O -4.825 5.964 -4.695
O -6.832 4.914 -4.786
C -6.281 3.892 -3.960
H -5.373 6.883 -8.297
H -4.273 8.223 -7.907
H -4.090 6.647 -7.124
H -6.440 8.573 -6.778
H -5.211 8.274 -5.561
H -5.814 4.310 -3.068
H -5.559 3.305 -4.529
H -7.092 3.236 -3.649
C -4.978 -7.408 1.123
C -5.155 -7.602 2.616
O -3.904 -7.478 3.304
C -3.482 -6.226 3.506
O -4.056 -5.221 3.174
O -2.297 -6.283 4.121
C -1.688 -5.006 4.325
H -4.209 -8.081 0.738
H -5.914 -7.600 0.596
H -4.656 -6.391 0.894
H -5.518 -8.612 2.812
H -5.892 -6.910 3.027
H -2.366 -4.319 4.830
H -1.365 -4.591 3.368
H -0.811 -5.152 4.955
C 2.192 10.122 -9.750
C 0.847 9.628 -10.242
O 0.393 8.510 -9.468
C -0.139 8.813 -8.280
O -0.276 9.918 -7.824
O -0.477 7.669 -7.674
C -0.986 7.843 -6.352
H 2.914 9.303 -9.719
H 2.576 10.908 -10.403
H 2.119 10.522 -8.738
H 0.941 9.275 -11.270
H 0.101 10.425 -10.242
H -1.806 8.561 -6.334
H -0.184 8.160 -5.683
H -1.363 6.881 -6.008
C 3.345 -9.805 3.944
C 3.158 -9.998 5.435
O 4.403 -9.865 6.132
C 4.804 -8.604 6.322
O 4.212 -7.617 5.968
O 5.985 -8.630 6.949
C 6.569 -7.340 7.137
H 4.119 -10.474 3.562
H 2.414 -9.999 3.410
H 3.665 -8.786 3.719
H 2.796 -11.008 5.631
H 2.415 -9.306 5.838
H 5.873 -6.658 7.625
H 6.892 -6.935 6.177
H 7.441 -7.462 7.776
```

* frontier orbital gap: 7.25 eV
* multiplicity: 1
* molar mass: 1039.89 g mol⁻¹
* E_tot: -3850.07510 Eh
* LUMO: -1.0 eV



Computed, not measured: a 8-piece molecular cluster, C19H38O22 overall, with ωB97M-V/def2-TZVPD.

Structure (XYZ):
```
79
C19H38O22 (ωB97M-V/def2-TZVPD)
O -1.085 2.989 -3.526
H -1.538 2.607 -2.775
O 2.244 1.651 -0.260
C 1.551 1.537 -1.451
O 0.794 0.538 -1.576
O 1.621 2.466 -2.285
H 1.953 0.819 0.144
C -2.419 -4.538 1.365
O -1.730 -3.701 2.296
C -1.690 -2.386 1.974
O -2.318 -1.855 1.109
O -0.850 -1.807 2.818
C -0.646 -0.399 2.786
H -2.820 -5.344 1.973
H -1.719 -4.945 0.630
H -3.115 -3.973 0.747
H -1.588 0.013 2.407
H 0.090 -0.053 2.064
H -0.584 0.007 3.792
C 2.562 0.591 3.895
O 3.013 -0.725 3.648
C 2.802 -1.299 2.479
O 2.284 -0.792 1.520
O 3.035 -2.604 2.640
C 2.929 -3.466 1.527
H 2.480 0.734 4.972
H 1.617 0.898 3.456
H 3.304 1.329 3.579
H 1.984 -4.002 1.687
H 3.649 -4.283 1.559
H 2.849 -2.873 0.617
C 6.419 -0.236 3.581
O 6.065 -0.544 2.243
C 5.753 0.510 1.452
O 5.542 1.628 1.871
O 5.527 0.059 0.257
C 5.348 0.964 -0.854
H 5.545 -0.458 4.195
H 6.808 0.756 3.797
H 7.182 -0.931 3.940
H 4.604 1.738 -0.674
H 5.076 0.359 -1.711
H 6.302 1.476 -0.995
C -3.336 4.221 -0.547
O -2.301 3.738 0.263
C -1.016 3.974 -0.021
O -0.612 4.678 -0.903
O -0.291 3.500 0.976
C 1.082 3.840 1.175
H -4.294 3.837 -0.196
H -3.129 4.009 -1.601
H -3.436 5.309 -0.444
H 1.204 4.840 0.758
H 1.778 3.153 0.694
H 1.248 3.851 2.251
C -5.715 1.228 -4.532
O -5.344 1.383 -3.189
C -4.007 1.084 -2.948
O -3.188 0.860 -3.796
O -3.787 1.211 -1.689
C -2.564 0.998 -1.008
H -5.457 0.226 -4.886
H -5.194 1.921 -5.197
H -6.784 1.405 -4.652
H -1.696 1.520 -1.412
H -2.312 -0.063 -0.979
H -2.711 1.288 0.030
C -4.250 -3.427 -3.517
O -3.307 -3.704 -2.477
C -2.327 -2.816 -2.350
O -2.294 -1.698 -2.770
O -1.333 -3.394 -1.641
C -0.246 -2.538 -1.325
H -4.890 -2.619 -3.168
H -4.824 -4.328 -3.723
H -3.693 -3.180 -4.420
H 0.438 -2.960 -0.590
H -0.626 -1.599 -0.921
H 0.381 -2.200 -2.153
```

* frontier orbital gap: 2.33 eV
* total charge: -2
* multiplicity: 1
* molar mass: 618.49 g mol⁻¹
* E_tot: -2401.94761 Eh
* LUMO: 3.9 eV



Computed, not measured: a 2-piece molecular cluster, C4H8O2 overall, with ωB97M-V/def2-TZVPD.

Structure (XYZ):
```
14
C4H8O2 (ωB97M-V/def2-TZVPD)
C -1.209 0.590 0.758
C -0.413 0.842 -0.497
O 0.926 1.376 -0.229
C 1.613 0.312 -0.623
C 0.315 -0.364 -1.134
O -0.038 -1.670 -0.810
H -0.655 -0.024 1.477
H -1.476 1.531 1.247
H -2.131 0.063 0.491
H -0.943 1.516 -1.177
H 1.682 -1.234 1.607
H 2.079 -0.908 1.058
H 0.317 -0.298 -2.229
H 0.181 -1.834 0.116
```

* ΔE to the lowest compared entry with this formula, charge and spin: 118.3 kcal per mole
* frontier orbital gap: 9.39 eV
* multiplicity: 1
* molar mass: 88.11 g mol⁻¹
* E_tot: -307.52386 Eh
* LUMO: 0.7 eV



Computed, not measured: C32H34N3O2Pd as an isolated structure, with ωB97M-V/def2-TZVPD.

Structure (XYZ):
```
72
C32H34N3O2Pd (ωB97M-V/def2-TZVPD)
Pd -0.110 0.044 -0.018
O -1.337 -0.065 1.598
C -2.437 -0.783 1.593
C -2.902 -1.302 2.820
C -4.097 -1.990 2.934
C -4.865 -2.237 1.789
C -4.401 -1.798 0.566
C -3.195 -1.080 0.409
C -2.781 -0.765 -0.928
N -1.661 -0.165 -1.252
N -1.364 -0.035 -2.585
C -0.091 0.141 -2.779
O 0.831 0.067 -1.848
C 0.351 0.485 -4.154
C 1.681 0.831 -4.392
C 2.115 1.162 -5.675
C 1.230 1.146 -6.744
C -0.096 0.792 -6.514
C -0.531 0.466 -5.236
H -2.290 -1.100 3.695
H -4.431 -2.340 3.906
H -5.804 -2.775 1.857
H -4.980 -2.007 -0.331
H -3.396 -1.110 -1.758
H 2.362 0.826 -3.551
H 3.153 1.432 -5.839
H 1.568 1.397 -7.745
H -0.797 0.772 -7.342
H -1.563 0.196 -5.048
C 5.032 -1.515 4.194
C 3.811 -1.663 3.310
C 3.162 -2.893 3.180
C 2.035 -3.030 2.367
C 1.316 -4.353 2.234
C 1.566 -1.924 1.685
C 2.181 -0.651 1.788
C 3.328 -0.565 2.625
N 1.595 0.390 1.102
C 2.175 1.753 1.127
C 1.325 2.686 0.246
C 1.877 4.119 0.249
C 1.878 4.671 1.677
C 2.732 3.758 2.560
C 4.169 3.720 2.016
C 4.169 3.200 0.570
C 3.305 4.115 -0.302
C 3.606 1.774 0.538
C 2.144 2.341 2.560
H 5.296 -2.464 4.662
H 4.858 -0.784 4.989
H 5.895 -1.172 3.618
H 3.537 -3.756 3.726
H 1.820 -5.138 2.802
H 1.263 -4.665 1.189
H 0.290 -4.272 2.599
H 0.707 -2.014 1.058
H 3.849 0.367 2.758
H 0.307 2.678 0.615
H 1.311 2.290 -0.764
H 1.242 4.739 -0.386
H 0.853 4.706 2.062
H 2.273 5.694 1.694
H 2.738 4.136 3.585
H 4.793 3.075 2.648
H 4.604 4.725 2.048
H 5.191 3.183 0.185
H 3.303 3.751 -1.335
H 3.718 5.131 -0.308
H 4.275 1.114 1.086
H 3.554 1.396 -0.489
H 1.103 2.348 2.902
H 2.703 1.720 3.258
```

* frontier orbital gap (spin up / spin down): 4.91 / 5.47 eV
* total charge: -1
* multiplicity: 3
* molar mass: 599.06 g mol⁻¹
* E_tot: -1682.47376 Eh
* LUMO (spin up / spin down): 2.6 / 1.5 eV